Here is a structure of composition C42H58AsFeN3O7P at a distorted geometry from OMol25. Energies are from ωB97M-V/def2-TZVPD.

Structure (XYZ):
```
113
Properties=species:S:1:pos:R:3:forces:R:3
Fe 0.144151 0.999982 -0.299572 -0.480 0.333 -0.088
O 3.298381 2.524248 -2.601636 0.193 0.084 -0.184
C 2.531124 2.344480 -1.660021 0.027 -0.126 0.201
O 1.489075 1.604581 -1.700409 -0.305 0.091 -0.080
C 2.811352 3.087074 -0.347763 -0.039 0.140 -0.049
C 1.607527 3.975325 0.016719 0.082 -0.123 0.082
C 2.004265 5.034102 1.051002 -0.017 -0.005 0.017
C 2.103929 4.175771 2.336153 0.029 -0.001 0.028
C 1.776652 2.785241 1.789472 0.051 0.017 -0.126
O 0.781421 3.083062 0.786325 0.119 0.051 -0.112
C 2.954091 2.243119 0.960451 -0.026 0.132 0.102
C 2.919701 0.709186 0.840152 -0.116 0.294 0.024
O 3.980416 0.112042 0.940758 0.534 -0.274 0.069
O 1.772494 0.171160 0.705437 -0.357 -0.389 -0.006
H 3.704066 3.688512 -0.511852 -0.011 -0.014 -0.033
H 1.046791 4.351665 -0.829912 -0.076 0.029 -0.165
H 2.938420 5.529042 0.787386 0.012 -0.003 -0.009
H 1.226204 5.792847 1.140124 0.002 0.004 0.003
H 3.090001 4.205736 2.799154 -0.001 0.009 0.005
H 1.363957 4.480678 3.076458 -0.013 0.003 0.002
H 1.360432 2.081819 2.494284 -0.078 -0.144 0.136
H 3.908414 2.480237 1.430798 -0.038 -0.001 0.029
O 0.616691 -6.369426 0.878603 -0.195 0.032 -0.264
C -0.152846 -6.165418 -0.225493 -0.174 -0.554 -0.102
O -0.632181 -7.115432 -0.803165 0.392 0.663 0.452
C -0.372033 -4.746326 -0.639139 0.053 -0.083 0.010
C 0.383034 -3.680872 -0.156410 0.037 -0.007 0.000
C 0.122341 -2.388140 -0.569650 0.019 0.141 0.034
C -0.918987 -2.133040 -1.455391 -0.104 -0.095 -0.236
C -1.647814 -3.203096 -1.975481 -0.047 0.027 -0.023
C -1.376775 -4.495353 -1.568227 -0.058 -0.018 -0.040
N -1.144100 -0.778588 -1.786235 -0.858 0.486 -0.035
C -2.262298 -0.366784 -2.258075 1.066 -0.438 0.447
C -2.469663 1.081327 -2.480974 0.183 0.011 0.079
C -3.593339 1.531775 -3.159981 -0.021 -0.030 -0.064
C -3.743615 2.891743 -3.381110 0.008 0.012 0.006
C -2.762462 3.749059 -2.916177 -0.032 -0.053 0.018
C -1.687776 3.206560 -2.220689 -0.086 -0.087 -0.005
N -1.547390 1.912757 -1.984041 0.081 -0.162 -0.182
H 0.857332 -5.524240 1.280885 -0.043 -0.066 -0.081
H 1.209754 -3.825428 0.532452 -0.002 0.010 -0.018
H 0.715908 -1.560401 -0.193415 0.053 -0.066 -0.028
H -2.426979 -3.030024 -2.706591 0.002 -0.010 -0.018
H -1.938040 -5.333792 -1.958806 0.008 0.016 -0.007
H -3.114728 -1.023000 -2.477876 0.148 0.070 0.040
H -4.330660 0.821676 -3.512771 0.005 -0.008 -0.006
H -4.607563 3.272062 -3.911945 0.015 -0.012 0.006
H -2.821944 4.816711 -3.073814 -0.005 0.014 -0.005
H -0.903037 3.838248 -1.838739 0.141 0.147 0.128
C -0.650893 -1.886251 2.603796 0.031 -0.068 -0.017
C -1.406922 -0.807567 3.385250 -0.008 0.107 0.089
C -2.339144 -1.484198 4.395827 0.052 -0.020 -0.007
C -0.315380 -0.071695 4.172393 -0.065 -0.114 -0.032
P -2.215745 0.378049 2.118463 0.063 0.314 -0.075
N -1.340345 0.766031 0.919878 -0.178 -0.383 0.273
C -2.752104 1.958539 3.057862 0.040 -0.059 0.000
C -3.342775 1.790627 4.462693 -0.009 -0.005 -0.065
C -3.748669 2.751182 2.200267 0.008 -0.048 -0.013
C -1.522404 2.876868 3.137559 -0.025 -0.023 0.015
C -3.818291 -0.511719 1.577118 -0.116 0.083 -0.042
C -3.470229 -1.955503 1.191895 -0.096 -0.023 -0.026
C -4.302338 0.171845 0.284304 0.154 -0.115 0.081
C -4.984124 -0.554707 2.573350 0.000 -0.029 -0.083
H -0.047662 -2.461247 3.315382 -0.009 -0.026 0.016
H 0.030179 -1.425112 1.891105 -0.015 0.034 -0.040
H -1.308721 -2.580959 2.086403 0.202 0.045 0.014
H -1.740996 -2.159497 5.016781 0.026 0.018 0.019
H -3.108479 -2.088325 3.922950 0.035 -0.043 0.048
H -2.823732 -0.774627 5.062976 -0.050 0.059 0.025
H 0.226312 -0.806648 4.775382 0.008 -0.002 0.012
H -0.703350 0.680594 4.850409 -0.053 0.141 0.061
H 0.396604 0.373629 3.486315 0.150 0.166 -0.106
H -4.147723 1.059479 4.510652 -0.037 0.000 -0.031
H -3.753001 2.752781 4.787917 0.004 0.012 0.011
H -2.588672 1.505571 5.191320 0.091 -0.061 0.070
H -4.757192 2.347871 2.224984 -0.112 -0.093 -0.020
H -3.406875 2.806556 1.167360 0.014 -0.018 -0.077
H -3.799914 3.772217 2.592834 -0.014 -0.005 0.002
H -0.675893 2.424252 3.639490 0.103 -0.083 0.118
H -1.804069 3.775088 3.699639 0.010 0.022 -0.030
H -1.190712 3.162939 2.141276 -0.008 -0.031 -0.013
H -2.610004 -1.998855 0.525145 0.009 0.029 -0.035
H -4.325239 -2.395000 0.668252 -0.025 -0.008 -0.006
H -3.264241 -2.580938 2.058920 -0.072 -0.005 -0.101
H -3.442275 0.445269 -0.326524 -0.060 -0.012 0.120
H -4.876023 1.071287 0.474516 -0.077 0.172 0.068
H -4.946495 -0.517998 -0.271290 -0.004 -0.009 -0.012
H -4.729239 -1.047875 3.508168 -0.028 0.011 0.011
H -5.804223 -1.121707 2.119161 -0.024 -0.005 -0.002
H -5.370332 0.433429 2.809431 -0.008 0.093 -0.016
C 2.400449 -2.930616 -4.001382 0.014 0.007 0.027
As 2.042721 -1.173335 -3.176478 -0.017 0.015 -0.088
C 2.649423 -0.075104 -4.681529 -0.018 0.001 0.022
C 3.651331 -0.996478 -2.025684 -0.027 0.043 -0.046
C 4.911804 -1.514894 -2.625447 -0.004 0.015 -0.003
C 5.714741 -0.692150 -3.417532 0.005 0.004 0.012
C 6.867531 -1.180002 -4.014833 -0.004 -0.009 0.003
C 7.249279 -2.502332 -3.830909 -0.006 0.014 0.002
C 6.467188 -3.328324 -3.035589 -0.021 0.006 0.012
C 5.313798 -2.837833 -2.441381 0.022 0.003 -0.004
H 3.380709 -2.980392 -4.474763 0.031 0.002 -0.009
H 1.626686 -3.109984 -4.749568 0.001 -0.008 -0.017
H 2.329836 -3.715500 -3.246847 -0.014 -0.022 0.012
H 3.554018 -0.480511 -5.136547 0.016 0.007 0.005
H 2.831107 0.931084 -4.300618 -0.003 -0.015 -0.018
H 1.854718 -0.038166 -5.427674 -0.004 -0.015 -0.022
H 3.426580 -1.462362 -1.066447 0.019 -0.033 -0.017
H 3.722797 0.075385 -1.841262 0.013 -0.075 -0.014
H 5.427911 0.344408 -3.548614 -0.012 0.022 -0.004
H 7.475116 -0.520112 -4.621870 0.013 0.009 -0.012
H 8.150491 -2.882272 -4.295059 0.017 -0.007 -0.008
H 6.757777 -4.359070 -2.873577 0.005 -0.018 0.001
H 4.711613 -3.487615 -1.817206 -0.018 -0.011 0.011
```
Forces are in eV/Å.

## Properties
Maximum force, eV/A: 1.2
Orbital gap (alpha / beta), eV: 6.3 / 6.2
Spin multiplicity: 5
Energy, eV: -167817.65133
ΔE to the lowest compared entry with this formula, charge and spin, kcal/mol: 0.0
E_HOMO (alpha / beta), eV: -4.9 / -4.7
Net charge: -1



Here is a structure of composition C42H58AsGaN3S from OMol25. Energies are from ωB97M-V/def2-TZVPD.

Structure (XYZ):
```
106
Properties=species:S:1:pos:R:3:forces:R:3
Ga 0.275363 -0.205230 -0.809864 -0.100 -0.170 0.097
C -1.948859 0.792444 -1.118636 -0.147 0.193 -0.179
C -0.706717 1.252318 -1.831256 0.226 -0.322 0.347
C -0.394461 2.555354 -1.154572 -0.132 0.115 0.039
C -1.363924 2.769570 -0.218552 -0.033 0.046 -0.085
C -2.329389 1.709563 -0.190670 0.003 -0.082 -0.037
C -3.586570 1.677179 0.647298 -0.019 -0.001 -0.043
C -3.385718 2.432465 1.961099 -0.053 0.017 -0.049
C -4.698761 2.371607 -0.155387 0.011 -0.034 0.003
C -3.994035 0.231873 0.941748 0.022 0.025 0.022
C 0.750484 3.560447 -1.314085 -0.007 -0.047 -0.013
C 1.245939 3.957344 0.093833 0.034 -0.051 -0.021
C 1.940289 3.027137 -2.112053 -0.073 0.022 0.030
C 0.241005 4.854213 -1.975387 -0.007 -0.010 0.033
C -0.651779 1.008558 -3.379926 0.000 0.094 -0.108
C -1.804582 0.109958 -3.854746 0.000 0.054 0.009
C 0.655433 0.337240 -3.834363 -0.065 0.027 0.036
C -0.849037 2.344524 -4.112058 0.025 -0.035 0.034
H -2.513764 -0.076654 -1.417494 -0.011 0.009 0.010
H -1.401668 3.630432 0.432848 0.053 -0.023 0.046
H -3.234413 3.499226 1.788925 0.013 -0.002 0.008
H -2.523560 2.047103 2.498346 0.072 -0.021 0.096
H -4.267638 2.323542 2.594565 0.011 0.003 0.006
H -4.413674 3.395297 -0.404464 -0.011 0.006 0.002
H -5.620927 2.405595 0.428073 -0.008 0.000 -0.002
H -4.896310 1.838489 -1.086795 -0.010 -0.002 0.001
H -3.183646 -0.306694 1.440882 -0.012 -0.006 0.009
H -4.249374 -0.306054 0.027138 0.014 -0.013 0.007
H -4.870679 0.212803 1.591043 -0.010 -0.003 -0.007
H 1.366391 3.087291 0.741776 0.039 -0.018 -0.007
H 0.545504 4.634952 0.582113 -0.014 -0.028 0.021
H 2.201622 4.478802 0.018327 0.005 0.034 0.007
H 2.293133 2.072904 -1.721327 0.005 -0.006 -0.043
H 2.770521 3.732619 -2.047451 0.003 0.002 0.002
H 1.705787 2.905243 -3.165620 0.024 -0.022 -0.017
H -0.644946 5.221645 -1.456301 0.012 0.023 0.002
H -0.015466 4.716613 -3.023019 -0.011 -0.010 -0.015
H 1.013506 5.623960 -1.916163 0.011 -0.004 -0.013
H -1.806626 -0.862367 -3.370217 -0.020 -0.054 0.012
H -1.688436 -0.058286 -4.927072 0.000 0.005 -0.003
H -2.771816 0.588112 -3.695034 0.006 -0.008 0.008
H 0.621334 -0.735568 -3.610183 0.024 -0.014 0.019
H 1.537438 0.767445 -3.363003 0.025 0.031 -0.012
H 0.776054 0.433394 -4.915219 -0.003 -0.040 -0.005
H -1.655672 2.920558 -3.655685 -0.018 -0.009 -0.015
H -1.116443 2.151808 -5.152386 0.018 0.005 -0.007
H 0.050620 2.950984 -4.112273 -0.016 0.045 -0.004
C 2.023213 0.358687 3.174705 0.006 0.097 -0.025
As 0.183396 0.192736 2.535691 0.036 -0.270 -0.206
C -0.033230 -1.723239 2.846607 -0.037 -0.035 0.052
C -0.793770 0.836522 4.147731 -0.016 0.124 -0.093
C -0.147908 0.500072 5.454823 -0.011 -0.020 0.023
C -0.431651 -0.695104 6.111028 -0.007 -0.017 -0.002
C 0.176366 -1.004456 7.319802 0.012 -0.001 0.002
C 1.078259 -0.120793 7.893535 0.006 0.009 -0.026
C 1.366694 1.075900 7.250639 0.002 -0.018 -0.002
C 0.756973 1.381667 6.044297 -0.022 0.004 -0.015
H 2.102603 -0.026700 4.189883 -0.011 -0.020 -0.014
H 2.340288 1.401498 3.161932 -0.006 0.003 0.016
H 2.680533 -0.214699 2.526356 -0.008 -0.002 0.007
H 0.340128 -1.996099 3.833597 -0.010 0.005 -0.006
H 0.516813 -2.268184 2.083594 0.038 0.023 -0.033
H -1.088839 -1.987540 2.769694 0.000 0.015 0.013
H -1.787398 0.391204 4.075795 -0.012 0.023 -0.030
H -0.906966 1.915472 4.045675 -0.002 0.017 -0.014
H -1.148555 -1.384129 5.679484 -0.007 0.006 0.006
H -0.061506 -1.935151 7.818347 -0.011 0.002 0.002
H 1.545453 -0.357144 8.840115 0.009 -0.004 -0.003
H 2.065539 1.774296 7.692194 -0.011 0.009 0.010
H 0.979281 2.322149 5.552086 0.005 0.002 0.004
N 1.621187 -1.197477 -0.031221 0.219 0.323 0.199
C 2.859299 -1.245037 0.255175 -0.047 -0.217 -0.295
C 3.347047 -2.439691 1.020702 0.007 0.053 0.071
C 2.617239 -3.628164 0.981638 -0.007 -0.003 0.019
C 3.020040 -4.726482 1.720990 0.021 -0.007 0.007
C 4.150886 -4.645450 2.525101 0.013 0.000 -0.020
C 4.876848 -3.465377 2.580386 0.001 0.004 -0.001
C 4.482173 -2.369190 1.827214 0.004 -0.009 -0.021
C 3.894676 -0.247296 -0.141077 0.001 0.047 0.039
C 5.098996 -0.661004 -0.710699 -0.026 0.009 -0.074
C 6.059031 0.272968 -1.064600 -0.023 -0.034 -0.025
C 5.844539 1.621166 -0.807450 -0.028 0.020 0.016
C 4.657112 2.035326 -0.222123 0.039 -0.014 0.022
C 3.678366 1.104250 0.090725 0.024 -0.049 0.117
H 1.720182 -3.665569 0.377676 -0.019 0.002 0.027
H 2.450817 -5.646345 1.682854 -0.017 0.003 0.002
H 4.462542 -5.500713 3.109825 0.001 -0.003 0.000
H 5.753942 -3.397515 3.209826 -0.007 0.010 0.014
H 5.047521 -1.447736 1.884792 0.010 -0.013 -0.008
H 5.279711 -1.715492 -0.881430 0.014 -0.002 0.018
H 6.980745 -0.052398 -1.528069 0.011 0.007 0.009
H 6.606803 2.347015 -1.057280 0.001 0.002 0.000
H 4.497248 3.082073 -0.001404 -0.024 0.023 -0.023
H 2.748812 1.411248 0.555195 0.008 0.041 0.003
S -0.925585 -2.324149 -1.366540 -0.002 0.229 0.069
C 0.258109 -3.422093 -1.895928 0.137 -0.094 -0.009
N -0.003437 -4.714221 -2.100057 -0.059 -0.037 -0.026
C 1.162979 -5.471702 -2.551161 0.030 0.004 0.030
C 2.253880 -4.380267 -2.622902 -0.026 -0.011 -0.013
N 1.531135 -3.181412 -2.196773 0.030 0.006 -0.156
H -0.924234 -5.100253 -1.984498 -0.001 0.029 0.022
H 0.979510 -5.936804 -3.517808 -0.015 0.026 -0.013
H 1.413235 -6.249936 -1.831570 -0.001 -0.012 -0.008
H 2.640364 -4.249754 -3.632336 0.001 -0.015 -0.004
H 3.086579 -4.589166 -1.952441 -0.016 0.024 0.040
H 1.985054 -2.311779 -1.969996 -0.071 -0.016 0.080
```
Forces are in eV/Å.

## Properties
Maximum force, eV/A: 0.5
Orbital gap, eV: 7.6
Energy, eV: -173011.21307
ΔE to the lowest compared entry with this formula, charge and spin, kcal/mol: 13.3
E_HOMO, eV: -10.5
Net charge: +1